Record 1
65
Properties=species:S:1:pos:R:3:forces:R:3 method="wB97M-V/def2-TZVPD" charge=0 lumo_energy_ha=-0.0599
C -3.7768 -3.4343 -4.7089 1.163 0.063 -0.131
C -3.2460 -3.1430 -6.2367 -0.995 -5.215 -4.562
O -3.3904 -4.1609 -7.1248 1.006 6.742 5.608
O -2.6733 -1.8852 -6.7382 0.079 -2.950 1.628
C -1.2271 -1.7856 -6.4941 2.026 0.658 1.151
C -0.5536 -3.0726 -5.7363 1.933 -2.532 2.421
C -0.1418 -4.5088 -6.4521 0.655 0.521 4.081
C 0.5560 -5.7491 -5.5766 -1.129 3.677 1.968
C 0.8721 -5.5870 -3.9486 -1.962 3.571 -2.248
C 0.4645 -4.1523 -3.2580 -0.822 0.621 -3.439
C -0.2059 -2.9310 -4.1310 1.017 -3.027 -0.696
C -0.4005 -1.6956 -3.0710 -0.823 3.417 0.050
O -0.8659 -0.4514 -3.2110 2.592 -7.754 0.549
N 0.1278 -2.1560 -1.7218 -1.064 -2.856 -1.072
C -0.6492 -1.6625 -0.5173 -0.382 1.967 0.580
C 0.1697 -0.3248 0.0387 -0.073 -0.093 -0.110
C -0.5598 0.3971 1.3272 0.533 0.488 0.904
C -2.1994 0.2485 1.3431 0.291 -0.759 -0.689
C -0.1594 2.0113 1.4557 -0.090 0.363 0.071
C -0.7033 2.6164 2.8819 -0.299 -0.388 1.140
C 0.1721 3.8754 3.4739 -2.586 2.727 -1.120
C -0.2980 5.2861 3.2444 2.164 -3.027 0.956
C -1.8651 5.7752 3.2396 0.310 0.137 -1.215
C 0.9176 6.3956 2.9505 -1.715 -0.532 0.373
C 0.5879 -3.6024 -1.7173 0.926 -3.411 1.430
O 0.9934 -4.4102 -0.7306 -2.636 5.675 -5.533
H -4.6303 -4.2330 -4.7658 1.606 1.829 -0.079
H -4.0521 -2.4664 -4.1103 0.430 -1.866 -1.355
H -2.8665 -3.9600 -4.1428 -1.881 1.209 -1.323
H -0.5885 -1.5416 -7.4688 -1.852 -0.863 1.768
H -1.0728 -0.8424 -5.7862 -0.292 -2.165 -1.337
H -0.3709 -4.6580 -7.5909 0.448 0.299 2.522
H 0.7932 -6.7537 -6.1301 -0.482 2.220 1.268
H 1.3505 -6.4382 -3.3037 -1.066 1.866 -1.477
H -1.7324 -1.3637 -0.8952 2.352 -0.538 0.776
H -0.7933 -2.4525 0.3349 0.728 1.244 -1.906
H 1.2541 -0.7126 0.3276 -2.300 0.908 -0.455
H 0.3220 0.4607 -0.8471 -0.582 -1.847 1.835
H -0.0933 -0.1051 2.3043 -1.162 0.998 -2.013
H -2.5138 -0.8917 1.4376 0.702 2.331 -0.189
H -2.7280 0.8091 2.2319 1.242 -0.942 -1.936
H -2.5764 0.6136 0.2798 0.515 -0.538 2.355
H -0.6664 2.6493 0.5963 1.045 -1.441 1.580
H 0.9958 2.2037 1.4030 -2.137 -0.677 0.040
H -0.6582 1.7197 3.6683 -0.193 1.865 -1.596
H -1.8473 2.8999 2.7162 2.516 -0.414 0.592
H 1.1357 3.6313 4.1011 -1.549 0.674 -2.143
H -2.0879 6.6891 3.9618 0.952 -1.933 -1.382
H -2.0898 6.1712 2.1451 0.158 -0.808 2.227
H -2.6413 4.9348 3.5255 1.863 1.564 -0.691
H 0.8440 6.6484 1.7966 0.165 -0.421 2.418
H 0.6815 7.3489 3.5891 0.842 -1.624 -1.317
H 1.9666 5.9188 3.1575 -2.128 0.979 -0.245
C 4.0795 2.0849 5.3965 -0.065 0.321 0.163
C 3.0366 1.1612 4.7879 0.677 -0.205 -0.074
C 3.3538 -0.2979 5.0742 -0.253 -0.263 0.083
O 2.9892 1.3663 3.3782 -0.091 0.059 -0.260
H 5.0719 1.8865 4.9763 -0.084 -0.128 0.067
H 3.8451 3.1309 5.1720 -0.033 -0.144 0.070
H 4.1293 1.9625 6.4830 0.042 0.029 -0.113
H 2.0474 1.4083 5.1883 0.044 0.014 -0.255
H 4.3204 -0.5808 4.6425 -0.003 0.133 0.104
H 2.6016 -0.9516 4.6197 0.051 0.126 0.108
H 3.3818 -0.4918 6.1509 0.030 -0.019 -0.118
H 3.8635 1.1493 3.0139 -0.373 0.086 0.197


Record 2
14
Properties=species:S:1:pos:R:3:forces:R:3 method="wB97M-V/def2-TZVPD" charge=+1 lumo_energy_ha="-0.1631 / -0.3144" s_squared=0.76 multiplicity=2
S 0.2514 -0.0964 -0.9881 0.692 0.052 -0.147
S 1.3077 -1.1593 -2.3856 0.700 0.721 0.174
H -0.4947 -1.1502 -0.6953 -0.807 -0.207 0.149
H 0.3099 -1.5350 -3.1899 -0.519 -0.324 0.175
C -2.0177 1.6767 2.2343 -0.048 -0.417 -0.177
C -0.6840 1.1854 2.7068 0.969 -0.733 -1.320
N -0.1119 0.0352 1.8646 -0.827 0.051 1.348
H -2.0917 1.7446 1.1478 0.290 0.444 -0.021
H -2.2003 2.6403 2.7098 -0.455 -0.137 -0.167
H -2.7606 0.9154 2.4903 -0.196 0.403 0.313
H -0.7604 0.8087 3.7296 0.064 0.154 0.042
H 0.1449 1.8902 2.6440 -0.389 0.474 0.288
H -0.8269 -0.6404 1.6074 -0.269 0.119 0.218
H 0.3947 -0.4143 2.6255 0.794 -0.600 -0.875


Record 3
19
Properties=species:S:1:pos:R:3:forces:R:3 method="wB97M-V/def2-TZVPD" charge=0 lumo_energy_ha="-0.0719 / -0.0243"
C 1.8299 -2.1936 0.9845 -0.503 2.610 -0.055
C -0.6836 2.2146 -1.4690 1.200 0.249 -1.901
C -2.1161 1.9252 -1.1431 0.280 -0.092 1.061
N 2.2372 -3.0955 0.1823 -0.267 0.975 -0.280
N 1.3901 -2.3737 2.2682 1.207 -1.661 -0.365
N 1.8523 -0.7455 0.6807 1.481 -0.747 -2.991
O -2.5749 -0.7143 -0.7477 0.038 -1.086 -0.713
O -1.4659 0.5729 1.1251 -1.022 -0.066 -0.752
S -2.4700 0.4792 0.0349 0.982 1.840 0.786
S 1.0763 0.4584 1.4285 0.019 0.180 0.540
H -0.1069 1.4682 -2.0631 -0.345 -0.064 1.244
H -0.5950 3.0261 -2.1920 -1.027 0.272 -0.578
H -0.1313 2.7654 -0.7226 0.295 -1.022 1.008
H -2.7967 1.7902 -1.9544 -0.207 -0.403 -0.695
H -2.4544 2.7780 -0.5898 -0.540 0.377 0.520
H 2.4279 -2.6392 -0.7307 0.266 -0.546 0.734
H 1.6382 -3.3354 2.4887 -0.923 0.277 0.610
H 0.5763 -1.9136 2.6551 0.342 -0.069 -0.272
H 2.3666 -0.4677 -0.2357 -1.278 -1.023 2.098


Record 4
21
Properties=species:S:1:pos:R:3:forces:R:3 method="wB97M-V/def2-TZVPD" charge=-1 lumo_energy_ha="0.1068 / 0.1069" s_squared=0.75 multiplicity=2
C -2.2699 1.8072 2.4404 0.270 1.974 0.563
C -3.5128 1.6280 2.0171 -0.111 1.710 1.418
H -1.9814 2.6822 3.1052 -0.470 -1.477 -0.503
H -1.4557 1.2758 2.0023 0.519 -0.400 -0.087
H -4.2911 2.3209 2.5254 0.843 -1.663 -1.505
H -3.5958 0.9288 1.1996 -1.055 -0.144 0.117
H -2.8703 -1.3048 -3.7987 0.197 -0.525 0.103
H -3.5661 -0.7187 -2.6559 -0.246 0.196 0.610
O -3.2598 -1.5741 -2.9546 0.052 0.302 -0.679
H 0.7129 -2.7352 -1.7113 0.395 0.593 -0.401
H 1.6800 -2.0271 -2.6821 3.131 1.030 0.159
O 0.8264 -2.3197 -2.5843 -3.561 -1.532 0.253
H 0.2266 -1.2711 4.2414 0.034 -0.174 -0.177
H 1.1571 -2.4650 3.8051 -2.873 0.776 0.710
O 0.1679 -2.2331 4.1003 2.833 -0.590 -0.612
H 5.3508 3.2985 -3.4735 1.243 -0.205 -0.438
H 5.4752 1.9291 -3.9313 0.523 -0.377 -0.228
O 6.0384 2.7150 -3.8884 -1.781 0.558 0.699
H 2.4399 -0.9217 0.5800 2.789 -1.121 1.188
H 1.1233 -0.4241 1.2364 0.163 -0.164 0.850
O 1.6042 -0.5911 0.4269 -2.894 1.233 -2.041


Record 5
6
Properties=species:S:1:pos:R:3:forces:R:3 method="wB97M-V/def2-TZVPD" charge=0 lumo_energy_ha="0.0018 / -0.1662" s_squared=2.02 multiplicity=3
N -1.3376 0.3659 0.6944 -0.338 0.304 0.248
P 0.1207 0.1464 0.1470 0.949 -0.583 -0.632
Cl 0.9193 0.5594 -2.6829 -0.019 0.060 -0.206
Br 0.7426 -2.0705 0.2621 -0.099 0.513 0.153
Br 1.4186 1.3383 1.3740 0.523 0.227 0.530
H -1.8636 -0.3395 0.2055 -1.016 -0.521 -0.092


Calculated total energy in order - -37165.7623; -25371.1289; -33489.4455; -12535.9346; -163400.4956 eV